(1)
{"formula": "C20H31N4O6S", "method": "ωB97M-V/def2-TZVPD", "homo_ha": -0.433, "homo_lumo_gap_ev": 5.97, "e_above_lowest_kj_mol": 275.2, "lumo_energy_ev": -5.81, "fmax_ha_per_bohr": 0.037, "e_tot_ha": -1849.0270, "total_charge": 1, "symbols": ["H", "O", "H", "O", "C", "H", "H", "C", "H", "H", "C", "C", "C", "H", "H", "N", "O", "H", "C", "H", "H", "H", "H", "H", "C", "H", "H", "C", "C", "H", "H", "H", "O", "S", "H", "C", "H", "C", "C", "C", "C", "H", "C", "H", "H", "H", "H", "N", "H", "O", "O", "H", "H", "H", "N", "C", "C", "N", "C", "C", "H", "C"], "coordinates": [[3.376997, 3.963525, 2.975751], [1.267997, 2.459830, 2.440971], [-2.850063, -2.041383, -1.928611], [2.875298, 4.742796, -3.231364], [-2.653559, -6.862286, -1.369036], [-1.500013, -1.224016, -1.172109], [-0.853755, -3.398876, -1.504009], [-1.600084, -3.284766, -0.722621], [4.081866, 3.760200, -5.197002], [-4.575326, -7.776654, -1.041890], [4.261040, 3.399246, 2.680252], [-3.981186, -6.878986, -0.970453], [-4.559152, -5.725171, -0.462669], [-3.807165, -0.063201, 3.822061], [4.797836, 3.128904, 3.589963], [-2.964735, -1.978890, 1.471614], [4.372885, 3.048258, -3.264614], [2.400861, 4.859706, -0.505862], [3.379760, 3.764526, -2.749242], [-5.587024, -5.683632, -0.142633], [1.137222, 4.093818, -1.505015], [-0.628882, 0.998005, 3.136512], [-2.190741, -7.754009, -1.761202], [1.716031, 3.297991, -0.032673], [5.813181, 4.720437, -4.317500], [-1.176914, -0.441130, 1.336959], [-0.878841, -5.700651, -1.607420], [-1.912317, -5.691507, -1.290060], [-0.033608, 0.827750, 4.027832], [-1.019990, -3.255154, 0.205198], [-2.395114, 0.771541, -0.359325], [-3.727314, 0.599777, 0.755288], [1.330247, 0.581558, 3.690472], [-5.632650, -0.254044, -2.396584], [-0.113727, 1.678944, 4.702839], [-2.471614, -4.517254, -0.779578], [-2.921279, -1.486073, 4.284436], [-2.729946, -0.897137, 2.337414], [4.898993, 3.530876, -4.513918], [-3.794430, -4.563651, -0.358554], [1.869523, 1.523394, 2.903596], [4.782258, 1.633434, 1.588647], [-2.795052, 0.149332, 0.427705], [-4.271618, -3.692918, 0.065381], [5.264061, 5.576939, -3.929032], [5.455686, 2.695304, -4.932973], [-0.394509, -0.060510, 4.545540], [-1.980673, 0.097766, 1.675308], [-2.142060, -2.576190, 1.606339], [3.142337, 1.225201, 2.714124], [3.024886, 3.202871, -1.587218], [6.269969, 5.006057, -5.264397], [3.317818, 2.404105, 1.005804], [6.601420, 4.480526, -3.602924], [-4.611471, -1.331906, -0.075620], [-5.055967, -0.858324, -1.099126], [-2.295891, -1.945557, -1.000087], [-3.159662, -0.802946, 3.578850], [2.008510, 3.914542, -0.878476], [3.882950, 2.158392, 1.901265], [4.894705, 4.045614, 2.074142], [-3.155521, -1.373505, 0.127610]], "atomic_forces_ev_per_a": [[0.0, 0.0, -0.1], [-0.1, 0.0, 0.0], [-0.3, 0.1, 0.0], [-0.1, 0.0, 0.0], [0.1, 0.2, -0.1], [0.1, 0.2, -0.1], [0.2, 0.0, 0.0], [-0.4, -0.1, -0.3], [-0.1, 0.1, 0.1], [0.0, -0.1, -0.1], [-0.2, 0.0, 0.2], [-0.3, 0.1, 0.2], [0.6, 0.3, -0.1], [0.9, 0.7, 0.4], [0.1, 0.0, -0.1], [0.7, 0.2, 1.4], [0.0, -0.1, 0.0], [0.0, 0.1, -0.1], [0.1, 0.0, 0.0], [-0.2, -0.2, 0.0], [0.1, 0.1, -0.1], [0.1, 0.2, 0.2], [0.0, -0.1, 0.0], [0.1, -0.1, 0.0], [-0.1, 0.1, 0.3], [0.5, 0.2, 0.6], [0.1, 0.0, -0.1], [-0.2, -0.1, 0.2], [-0.1, 0.0, 0.2], [0.1, 0.0, 0.1], [0.5, -0.3, -0.2], [-0.1, 0.3, -0.3], [-0.1, -0.1, 0.1], [-0.2, 0.1, -0.2], [0.0, 0.1, -0.1], [0.1, -0.5, -0.1], [-1.0, -0.7, -0.2], [0.7, -0.8, -1.2], [0.2, 0.1, -0.4], [-0.2, 0.1, 0.1], [0.1, 0.0, -0.1], [-0.1, -0.2, 0.1], [-1.0, -0.2, 0.7], [0.0, 0.1, 0.0], [0.0, 0.0, -0.1], [0.0, -0.1, 0.2], [0.2, -0.1, 0.0], [-1.6, 0.8, -0.7], [-0.6, -0.9, -0.5], [0.0, -0.1, 0.0], [-0.1, -0.1, 0.1], [0.0, 0.0, 0.0], [-0.1, -0.1, 0.1], [0.1, -0.1, -0.1], [0.7, -0.6, -0.2], [-0.2, -0.1, -0.2], [0.5, -0.7, 0.5], [0.4, 0.0, 0.1], [-0.2, 0.1, 0.2], [0.4, 0.4, -0.2], [0.0, 0.0, 0.0], [-0.2, 1.6, 0.1]], "mulliken_charge": [0.309, -0.565, 0.353, -0.547, -0.675, 0.399, 0.559, -1.358, 0.319, 0.392, -1.209, -0.396, -0.914, 0.281, 0.338, -0.165, -0.367, 0.322, 0.723, 0.419, 0.390, 0.332, 0.387, 0.126, -1.109, 0.423, 0.381, -0.591, -0.552, 0.409, 0.534, 0.504, -0.374, -0.323, 0.368, 0.971, 0.283, -0.215, -0.166, 0.154, 0.784, 0.347, -1.397, 0.206, 0.317, 0.287, 0.174, -0.263, 0.347, -0.396, -0.320, 0.357, -0.021, 0.295, -0.597, 0.474, -0.464, -0.189, -0.637, 0.191, 0.401, 0.953]}

=====

(2)
{"formula": "C20H31N5O4", "method": "ωB97M-V/def2-TZVPD", "homo_ha": -0.315, "homo_lumo_gap_ev": 8.91, "e_above_lowest_kj_mol": 141.9, "lumo_energy_ev": 0.35, "fmax_ha_per_bohr": 0.003, "e_tot_ha": -1355.4309, "symbols": ["H", "H", "C", "H", "H", "H", "H", "H", "C", "C", "N", "H", "C", "C", "H", "H", "H", "H", "H", "C", "C", "N", "H", "O", "O", "C", "H", "H", "C", "H", "H", "H", "C", "O", "C", "C", "H", "C", "H", "C", "H", "C", "H", "H", "N", "H", "C", "H", "C", "O", "N", "H", "H", "C", "H", "C", "H", "H", "N", "C"], "coordinates": [[3.446057, 3.217122, -1.076052], [5.102856, 0.126877, -0.262862], [-2.991157, -1.982099, 0.260049], [2.543610, -3.235665, 2.966042], [-4.592650, 1.606065, -0.877166], [2.001338, 1.854843, -2.633627], [-0.106638, 5.182851, -2.535348], [-2.157895, -1.951870, -0.442277], [2.292432, -2.371864, 1.032743], [-0.984952, 4.228227, -0.728955], [-1.735053, 3.062062, -0.381050], [-3.691943, -2.750145, -0.078494], [-1.092304, -1.762391, 2.026846], [4.282350, -0.144981, -0.932862], [-1.855790, -4.331171, 0.825148], [-0.631144, -1.147873, 1.253272], [3.907604, -1.263358, 1.605826], [2.552018, 0.967540, -0.367418], [-2.273995, -4.389673, 2.551114], [0.501603, 4.134762, -0.653028], [2.930764, -2.247480, -1.139523], [-0.600142, -3.141121, 2.081826], [-1.052778, -1.247330, 2.989076], [-3.746837, 3.958624, -0.919285], [0.769369, -4.917018, 2.238770], [1.766777, -2.734209, 2.386205], [4.492827, 2.425300, 0.108999], [-3.255272, -2.142633, 2.394941], [-2.486150, -2.336321, 1.647526], [1.467999, -1.828158, 2.917381], [-5.571478, 0.214540, 0.476717], [-4.252228, 1.921590, 0.802511], [-3.069522, 3.016036, -0.547442], [-1.773350, 0.370573, -0.217212], [3.337405, 1.050858, -1.126638], [0.607749, -3.710608, 2.245608], [-0.217267, 3.361106, -2.610693], [-1.876452, -3.758591, 1.755648], [4.934456, 2.436516, -1.602184], [-2.990517, 0.422107, -0.062007], [4.723872, -0.447111, -1.883056], [-0.181542, 4.249818, -1.995300], [-5.617921, -1.364805, -0.304532], [3.478348, 1.138326, -3.279576], [3.658364, -1.334038, -0.389242], [1.050821, 4.983753, -0.271823], [2.704485, 1.029286, -2.514985], [-1.268478, 2.170291, -0.264671], [-5.122543, -0.769494, 0.466250], [3.023164, -2.373205, -2.347314], [-3.694354, -0.705319, 0.213385], [-1.467123, 5.145509, -0.425061], [-5.315462, -1.236423, 1.434885], [4.094933, 2.356838, -0.905953], [1.428147, -3.759900, -0.397973], [2.085654, -2.939524, -0.166292], [0.921170, 3.171098, -0.391845], [2.184966, 0.091312, -2.707594], [3.160020, -1.288231, 0.920189], [-3.778220, 1.718779, -0.161615]], "atomic_forces_ev_per_a": [[0.0, 0.0, 0.0], [0.0, 0.0, 0.0], [0.0, 0.0, 0.0], [0.0, 0.0, 0.0], [0.0, 0.0, 0.0], [0.0, 0.0, 0.0], [0.0, 0.0, 0.0], [0.0, 0.0, 0.0], [0.1, 0.1, 0.0], [0.0, 0.0, 0.0], [0.0, 0.0, -0.1], [0.0, 0.0, 0.0], [0.0, 0.0, 0.0], [0.0, 0.0, 0.1], [0.0, 0.0, 0.0], [0.0, 0.0, 0.0], [0.0, 0.0, 0.0], [0.0, 0.0, 0.0], [0.0, 0.0, 0.0], [0.0, 0.0, 0.0], [0.0, 0.0, 0.0], [0.0, 0.1, 0.1], [0.0, 0.0, 0.0], [0.0, 0.0, 0.1], [0.0, -0.1, 0.0], [-0.1, 0.0, 0.0], [0.0, 0.0, 0.0], [0.0, 0.0, 0.0], [0.0, 0.0, 0.0], [0.0, 0.0, 0.0], [0.0, 0.1, 0.0], [0.0, 0.0, 0.0], [0.0, 0.0, -0.1], [0.0, 0.0, 0.0], [0.1, 0.0, -0.1], [0.0, 0.1, 0.0], [0.0, 0.0, 0.0], [0.0, 0.0, 0.1], [0.0, 0.0, 0.0], [0.0, 0.0, 0.0], [0.0, 0.0, 0.0], [0.0, 0.0, 0.0], [0.0, 0.0, 0.0], [0.0, 0.0, 0.0], [0.0, 0.0, -0.1], [0.0, 0.0, 0.0], [-0.1, -0.1, 0.0], [0.0, 0.0, 0.1], [0.0, 0.0, 0.0], [0.0, 0.0, 0.0], [0.0, 0.1, 0.0], [0.0, 0.0, 0.0], [0.0, 0.0, 0.0], [0.0, 0.0, 0.0], [0.0, 0.0, 0.0], [0.0, 0.0, 0.0], [0.0, 0.0, 0.0], [0.0, 0.0, 0.0], [0.0, 0.0, 0.0], [0.0, 0.0, 0.0]], "mulliken_charge": [0.350, 0.343, -1.738, 0.456, 0.453, 0.256, 0.261, 0.514, 0.065, -0.190, -0.059, 0.482, -0.780, -1.412, 0.342, 0.293, 0.298, 0.046, 0.278, -0.462, 0.008, 0.268, 0.138, -0.673, -0.652, -0.727, 0.412, 0.401, 0.732, 0.311, 0.461, 0.370, 0.093, -0.802, 1.442, 0.440, 0.210, -1.048, 0.405, 1.117, 0.386, -0.476, 0.309, 0.368, 0.281, 0.257, -1.398, 0.225, -1.077, -0.691, 0.170, 0.432, 0.302, -1.688, 0.578, -0.161, 0.032, 0.369, -0.213, -0.709]}